The following is a DFT calculation (wB97M-V/def2-TZVPD) of a molecular structure, C4H5NO2 at a distorted geometry.

Each line ends with the natural charge from an NBO analysis.
CARTESIAN COORDINATES (ANGSTROEM)
O -1.120 -1.382 -1.601  -0.641
C 1.273 1.274 -0.613  -0.688
O -0.319 0.714 1.360  -0.518
C -0.699 -0.490 1.620  0.422
H -1.013 -0.840 2.603  0.183
H 2.225 0.771 -0.389  0.222
H 1.338 1.692 -1.619  0.244
H -1.629 -2.105 -1.179  0.503
C 0.099 0.416 -0.401  0.214
N -0.748 -1.360 0.665  -0.582
H 1.124 2.078 0.106  0.258
C -0.530 -0.766 -0.553  0.381

Results
**Total energy**: -360.5626 Ha
**Energy relative to the best compared isomer or geometry (same formula, charge and spin)**: 2.907 eV
**E_LUMO**: 0.6 eV
**Kohn-Sham gap**: 9.279 eV

***

The following is a DFT calculation (wB97M-V/def2-TZVPD) of a molecular structure, C7H14PRuS at a distorted geometry.

Each line ends with the Löwdin spin population.
CARTESIAN COORDINATES (ANGSTROEM)
S 0.208 -1.000 1.888  0.033
H -0.535 -2.582 -0.183  0.030
H -1.084 -0.605 3.801  0.000
H 1.520 0.736 2.943  0.002
C 0.013 0.094 -3.214  0.148
C 0.364 0.750 -2.048  0.349
H -0.571 -1.657 -4.299  0.010
H 0.633 1.819 -2.154  0.027
C -1.054 -0.116 2.820  0.006
C -0.485 -2.118 -2.214  0.253
P -0.202 2.047 0.437  0.097
H -2.013 -0.265 2.317  0.001
H 0.756 2.703 1.278  0.032
H -0.830 0.950 2.925  0.000
H -0.751 -3.164 -2.406  0.011
Ru 0.293 -0.081 -0.323  2.281
C -0.332 -1.743 -0.878  0.348
C 1.698 -0.066 2.220  0.052
H 2.397 -0.808 2.624  0.003
H 0.024 0.685 -4.138  0.002
H 2.075 0.310 1.252  0.024
H -1.406 2.270 1.171  -0.001
H -0.363 3.096 -0.512  0.002
C -0.355 -1.255 -3.304  0.289

Results
**Total energy**: -1109.0755 Ha
**Energy relative to the best compared isomer or geometry (same formula, charge and spin)**: 0.045 eV
**E_LUMO (spin up / spin down)**: -2.8 / -5.9 eV
**Spin multiplicity**: 5
**Net charge**: +1
**⟨S²⟩**: 6.02
**Kohn-Sham gap (spin up / spin down)**: 7.982 / 6.778 eV

***

The following is a DFT calculation (wB97M-V/def2-TZVPD) of a molecular structure, C26H43FN3O2P2PtS2Si2.

Each line ends with the Löwdin spin population.
CARTESIAN COORDINATES (ANGSTROEM)
H 2.481 -0.184 1.640  0.000
H 1.473 -4.002 -3.386  0.000
C -0.155 4.249 -0.632  0.001
C -1.207 -1.055 1.981  0.002
H 0.390 -2.764 3.133  0.000
H -1.976 0.554 3.875  0.000
C 2.970 -2.575 -0.887  0.000
O -3.684 1.018 0.828  0.088
C -4.816 0.500 2.881  0.004
H -4.130 -0.324 3.088  0.000
H 2.866 1.437 -3.591  0.000
H -5.643 1.532 1.172  0.001
H -6.536 1.951 -2.948  0.000
P 0.022 0.022 1.113  0.010
H 2.328 -1.403 3.664  0.000
H 4.301 0.453 -3.269  0.000
H 5.403 -4.630 0.298  0.000
H 2.849 -0.293 -3.951  0.000
H -0.987 1.958 2.220  0.000
H 1.699 -2.331 -3.936  0.000
S -3.245 -1.502 -0.741  0.116
H 2.143 1.014 3.717  0.000
N 1.475 -0.954 3.332  0.000
H -1.206 -2.034 1.502  0.000
H 1.721 -1.753 1.388  0.000
C 3.062 1.662 -0.514  0.000
H -0.337 4.776 0.296  0.000
H 1.720 4.569 -3.435  0.000
C 1.583 -0.770 1.843  0.000
C 1.005 4.137 -2.747  0.000
C 3.606 -3.748 -0.478  0.000
H 0.071 -2.950 -3.661  0.000
H -5.934 1.315 -4.486  0.000
H 0.761 2.118 2.123  0.000
C 1.313 0.387 4.044  0.000
Si 1.184 -2.375 -1.511  0.001
H -4.439 1.405 3.359  0.000
P -3.278 0.460 -0.651  0.339
H 0.438 -4.614 -0.803  0.000
C -4.878 0.586 -2.769  0.004
H -0.931 -3.494 -0.727  0.000
H -5.012 2.553 -3.619  0.000
C 4.918 -3.717 -0.029  0.000
C -0.047 1.416 2.348  0.002
H 0.378 -2.039 4.772  0.000
C 0.329 2.963 -3.046  0.011
C 0.134 -3.602 -0.514  0.001
H 2.952 1.554 0.569  0.000
H -0.983 -0.099 5.196  0.000
F 1.409 5.901 -1.240  0.000
H -5.781 0.252 3.327  0.002
N 0.061 0.987 3.753  0.001
C 5.620 -2.514 -0.003  0.000
H 4.102 1.944 -0.710  0.000
H 5.567 -0.415 -0.414  0.000
H -1.537 2.653 -0.248  0.009
C 3.206 0.459 -3.246  -0.001
C 5.005 -1.344 -0.426  0.000
C -1.025 0.080 4.118  0.000
O -4.531 1.085 -1.467  0.050
H 1.398 0.174 5.112  0.000
H -5.477 -0.317 -2.637  0.002
C 0.280 -1.841 3.702  0.000
H 6.647 -2.495 0.341  0.000
C -0.586 2.409 -2.151  0.021
H 0.509 2.460 -3.988  0.004
H 2.429 2.495 -0.831  0.000
H -3.973 0.313 -3.313  0.001
H 0.279 -3.524 0.568  0.000
C -0.820 3.074 -0.944  0.009
C -4.972 0.701 1.392  0.022
H -5.363 -0.199 0.915  0.000
H 3.078 -4.697 -0.503  0.000
Si 2.634 0.087 -1.485  0.000
C -5.638 1.669 -3.498  0.000
C 3.678 -1.361 -0.855  0.000
C 1.099 -2.977 -3.293  0.000
S -1.411 0.888 -2.555  0.294
H -2.206 -0.647 1.834  0.000
N -0.950 -1.200 3.422  0.000
C 0.752 4.757 -1.542  0.000
Pt 0.367 -0.233 -1.183  0.005

Results
**Total energy**: -3608.6011 Ha
**Energy relative to the best compared isomer or geometry (same formula, charge and spin)**: 1.846 eV
**E_LUMO (spin up / spin down)**: -0.5 / -0.5 eV
**Spin multiplicity**: 2
**⟨S²⟩**: 0.75
**Kohn-Sham gap (spin up / spin down)**: 5.695 / 5.976 eV

***

The following is a DFT calculation (wB97M-V/def2-TZVPD) of C23H23NO5 in the gas phase at a distorted geometry.

Each line ends with the natural charge from an NBO analysis.
CARTESIAN COORDINATES (ANGSTROEM)
C 0.896 2.292 0.797  -0.061
H -0.849 0.627 -2.744  0.203
H 3.010 0.749 -2.254  0.218
O 1.977 -1.560 -0.294  -0.446
H -1.967 0.503 2.440  0.240
C -3.869 0.013 1.539  -0.257
C -1.918 -0.985 0.673  0.253
H -5.575 -0.195 0.310  0.208
H 1.763 1.553 2.858  0.221
C -4.645 -0.478 0.536  -0.208
C -0.062 1.392 -1.320  0.145
C -2.639 2.245 -0.740  -0.134
C -2.634 -0.132 1.789  -0.165
C -0.108 -2.595 0.275  0.029
H 2.236 3.748 1.339  0.228
O 1.898 -3.222 0.951  -0.584
H -4.490 -1.601 -1.460  0.246
N 1.389 0.962 -1.143  -0.425
C -2.365 1.593 -1.864  -0.273
H -0.030 2.305 2.683  0.180
C -0.405 2.069 -0.104  0.025
O -0.551 -1.141 1.057  -0.570
C -1.018 1.361 -2.070  -0.237
H -1.780 3.086 1.291  0.237
H -4.393 0.667 2.161  0.206
C 3.988 -0.255 -0.136  0.535
C 1.250 3.704 1.128  -0.560
C -2.643 -1.517 -0.127  0.065
H 3.515 1.497 1.357  0.237
O 5.121 -0.087 0.113  -0.521
H 3.601 -1.669 -1.492  0.174
C 3.128 0.933 0.436  -0.439
C -1.601 2.643 0.258  -0.253
C 3.270 -1.568 -0.206  -0.074
H -0.281 -3.205 -1.535  0.203
C -3.861 -1.183 -0.471  -0.144
H 1.473 3.877 -0.092  0.188
H 3.779 -2.164 0.179  0.194
H 1.773 -0.491 -2.575  0.184
C 0.856 1.572 2.250  -0.617
H 1.420 1.169 -3.129  0.179
C -0.734 -2.328 -0.913  -0.138
H 0.474 0.486 2.263  0.238
C 1.339 -2.276 0.470  0.774
H -3.129 1.529 -2.579  0.232
O -2.066 -2.440 -1.214  -0.474
H -0.610 -3.327 1.029  0.268
H -3.730 2.877 -0.461  0.206
C 1.965 0.527 -2.239  -0.386
H -0.291 -1.476 -1.391  0.197
H 0.570 4.215 1.438  0.191
C 1.990 1.392 0.015  0.261

Results
**Structure (SMILES)**: CN1/C(=C\C(=O)COC(=O)[C@@H]2COc3ccccc3O2)C(C)(C)c2ccccc21
**Total energy**: -1320.5390 Ha
**Energy relative to the best compared isomer or geometry (same formula, charge and spin)**: 19.775 eV
**E_LUMO**: 0.4 eV
**Kohn-Sham gap**: 8.577 eV

***

The following is a DFT calculation (wB97M-V/def2-TZVPD) of C3H8N2O2 in the gas phase at a distorted geometry.

Each line ends with the natural charge from an NBO analysis.
CARTESIAN COORDINATES (ANGSTROEM)
O -1.913 -1.323 0.285  -0.341
H -3.536 -1.186 -1.003  0.200
H -1.982 -0.320 -1.537  0.190
C 2.264 1.846 -0.274  -0.268
C 0.139 -0.621 1.335  -0.199
H 1.420 2.113 -0.883  0.199
C -2.425 -1.230 -1.052  -0.253
H 0.912 -1.338 1.649  0.205
H -2.040 -2.026 -1.604  0.188
H 2.569 2.883 0.193  0.185
N -0.598 -1.352 0.332  -0.082
O 1.882 0.732 0.508  -0.341
H 3.189 1.508 -0.869  0.198
N 0.566 0.626 0.720  -0.071
H -0.445 -0.314 2.203  0.189

Results
**Total energy**: -378.8479 Ha
**Energy relative to the best compared isomer or geometry (same formula, charge and spin)**: 7.976 eV
**E_LUMO (spin up / spin down)**: 0.4 / 0.6 eV
**Kohn-Sham gap (spin up / spin down)**: 8.958 / 9.187 eV

***

The following is a DFT calculation (wB97M-V/def2-TZVPD) of 4 unconnected molecules or ions with the total composition C26H57N6O2.

Each line ends with the Mulliken charge.
CARTESIAN COORDINATES (ANGSTROEM)
C 1.631 0.367 0.305  -1.217
H 1.573 -1.253 -3.319  0.403
C -4.159 -2.189 4.602  -0.287
H -1.907 -3.807 2.692  0.350
H -1.882 1.127 -2.393  0.264
H 2.579 2.367 5.753  0.366
C -3.436 -0.269 -6.357  -1.333
H -1.486 -1.126 -1.559  0.434
H -3.522 -1.022 -7.140  0.332
H 2.482 0.981 0.601  0.479
H 1.413 1.350 -1.589  0.280
H -3.951 1.405 -7.590  0.285
H 5.356 0.954 6.379  0.274
H -0.718 0.589 -4.154  -0.048
H -2.307 1.159 -0.691  0.393
C 0.337 0.324 -4.087  -0.643
N -3.310 -3.099 4.014  0.183
C -2.246 3.373 -8.849  -1.043
H -4.402 -4.748 6.425  0.242
O -5.085 -0.587 8.099  -0.304
H 7.063 2.207 4.727  0.293
C 1.533 0.322 -1.213  -0.562
N 0.502 -0.581 -1.694  0.173
H -0.783 -0.533 -0.084  -0.446
N -4.168 -4.052 5.733  -0.028
C -1.562 0.231 -8.589  -0.788
H 0.742 0.806 0.763  0.280
C 0.579 -0.842 -3.123  -0.856
H -3.126 -2.746 1.958  0.335
H -1.411 -1.177 2.072  -0.032
N 4.461 1.565 3.823  0.219
C -3.131 1.112 -6.915  -0.480
C 0.426 -1.891 4.453  0.053
H 2.465 -2.648 4.462  0.219
O -0.203 -2.320 3.259  -0.406
H -0.381 2.555 -8.147  0.395
C 5.098 0.347 4.290  -0.691
H 0.911 -0.925 4.298  0.153
C -1.466 -1.766 2.985  -0.111
H 4.629 -0.491 3.766  0.332
H -2.661 -0.585 -5.655  0.202
C 4.998 2.804 4.362  -0.359
H -3.557 0.251 -9.493  0.250
C -3.334 -4.212 4.711  -0.033
H 1.220 -3.893 4.523  0.364
H 0.652 0.039 -5.092  0.400
H 2.718 0.651 3.198  0.014
C 3.016 1.542 3.763  -0.287
H -2.780 -5.106 4.490  0.420
C -1.427 2.571 -7.829  -0.704
C -4.695 -2.789 5.687  -0.043
H 1.176 1.792 4.867  0.422
H -4.387 -0.245 -5.823  0.438
H 4.772 2.937 5.432  0.266
H 2.484 -0.039 -1.610  0.444
H -3.318 3.296 -8.666  0.278
C 2.228 1.585 5.082  -1.303
C -0.825 -0.350 -1.164  0.035
H -0.121 -1.650 -3.355  0.355
H 0.902 1.214 -3.809  0.334
C -5.333 -1.454 7.383  0.722
H -2.049 3.058 -9.873  0.226
H -1.978 4.429 -8.781  0.409
C 5.103 0.065 5.800  -0.976
H -0.773 1.840 -1.220  0.257
H -2.380 -0.750 -10.333  0.375
C 6.498 2.945 4.159  -1.418
H -4.332 -1.211 4.198  0.553
H -1.553 -0.760 -8.129  0.393
H -0.539 0.393 -8.936  0.418
H 6.821 3.930 4.496  0.438
H -2.315 0.995 -10.503  0.272
H 5.850 -0.697 6.029  0.386
H -0.289 -1.768 5.272  0.280
C 1.489 -2.897 4.865  -1.222
H -1.438 3.113 -6.878  0.371
H 6.132 0.354 3.942  0.395
N -5.641 -2.357 6.605  -0.528
H 1.581 -2.925 5.948  0.379
H 2.701 2.393 3.152  0.451
N -1.827 1.204 -7.543  0.288
H 1.774 -0.635 0.714  0.274
C -1.476 1.024 -1.388  -1.042
H 6.757 2.842 3.105  0.338
C -2.481 -2.894 2.818  -0.785
H -3.143 1.831 -6.091  0.443
H 4.143 -0.309 6.157  0.214
H -1.758 -1.089 3.790  0.503
H 2.269 0.633 5.613  0.204
C -2.511 0.191 -9.795  -1.024
H 4.497 3.624 3.840  0.451

Results
**Total energy**: -1503.5786 Ha
**Energy relative to the best compared isomer or geometry (same formula, charge and spin)**: 0.000 eV
**E_LUMO**: -3.0 eV
**Net charge**: +1
**Kohn-Sham gap**: 6.264 eV

***

The following is a DFT calculation (wB97M-V/def2-TZVPD) of a molecular structure, C37H42HgN4P2 at a distorted geometry.

Each line ends with the Mulliken charge.
CARTESIAN COORDINATES (ANGSTROEM)
C -6.059 0.745 6.068  -0.621
C -0.654 0.735 3.270  -0.520
C -5.711 2.080 6.036  -0.641
H -0.691 -3.391 3.860  0.414
C -1.159 -1.661 0.986  -0.416
H -2.352 -1.835 4.590  0.321
H 3.229 -3.725 -3.830  0.367
C -5.339 2.710 4.842  1.169
C 3.605 3.904 -2.408  -0.420
H 3.024 -2.757 -5.600  0.150
C 5.180 -0.931 0.730  -1.304
H 0.473 -2.180 3.379  0.275
C 3.206 -1.164 -3.178  -0.597
H -0.625 -3.184 -2.128  0.335
P 2.918 1.302 -1.743  -0.167
C 3.684 0.298 -3.106  -1.255
C 3.912 -0.860 1.407  -0.298
H -2.314 0.497 4.587  0.349
H 4.775 0.298 -2.958  0.523
H -5.720 2.694 6.935  0.341
H 2.439 -2.125 -8.157  0.430
C -4.833 2.674 2.436  -0.596
C 0.737 -0.965 -7.228  -0.621
C -4.968 0.635 -1.229  -1.191
N 1.337 -1.481 -5.100  0.312
H -4.087 4.547 1.658  0.324
H -1.566 -1.996 0.018  0.297
C -1.248 -2.508 2.027  -0.245
C 2.262 -4.014 -3.429  -0.033
C -1.343 -1.433 4.408  -0.529
C 5.077 -0.114 -0.404  0.052
C -0.580 -0.243 0.888  0.683
H 4.651 5.823 -2.721  0.416
C -4.483 4.017 2.518  -0.473
C 0.475 -5.107 -2.551  -0.617
H 6.055 -1.492 1.014  0.444
H 3.465 0.853 -4.040  0.521
C 2.237 -2.116 -5.962  0.001
H -6.211 -1.088 4.909  0.377
C -5.087 4.101 4.872  -0.902
N 4.038 2.675 -1.873  0.346
H 2.576 4.029 -2.700  0.365
H -4.999 1.197 -2.165  0.306
N 1.317 -3.060 -3.056  0.453
H -0.850 -1.540 5.385  0.369
C -5.576 0.575 3.676  -0.476
H -5.958 0.171 -1.098  0.291
H 0.815 1.085 1.891  0.627
C -5.966 -0.014 4.879  -0.545
C 3.123 0.053 0.713  -0.337
H 0.125 -0.261 0.040  -0.228
H 2.257 -6.216 -3.384  0.431
H 5.802 0.057 -1.180  0.433
H 3.683 -1.592 -4.076  0.300
H -0.187 -5.897 -2.218  0.405
C 0.218 -3.742 -2.508  -0.448
H -5.529 -0.019 2.748  0.188
H 3.515 -1.747 -2.291  0.612
H 3.629 -1.448 2.275  0.438
P 1.357 -1.323 -3.299  -0.064
H -5.276 4.622 5.819  0.319
H 2.121 0.430 0.875  -0.056
C 5.832 4.077 -1.955  -0.598
C 0.194 0.215 2.142  -0.348
C 4.678 4.789 -2.425  -0.582
H 6.829 4.458 -1.829  0.450
C -1.462 0.017 4.067  -0.704
C -0.614 -2.394 3.401  -0.880
H -0.594 1.839 3.366  0.338
H -0.432 -0.312 -5.413  0.395
H -1.752 -3.523 1.912  0.272
C 1.765 -5.281 -3.148  -0.808
Hg -4.744 1.881 0.453  0.333
H -1.336 0.536 0.655  0.228
C -4.638 4.744 3.734  -0.556
C 0.402 -0.811 -5.890  -0.442
H 6.006 1.957 -1.291  0.223
H -6.398 0.285 6.993  0.380
H -4.198 -0.134 -1.301  0.223
C 1.904 -1.794 -7.280  -0.695
H -4.401 5.814 3.795  0.348
H 0.215 -0.540 -8.077  0.397
N 3.817 0.500 -0.418  0.279
C -5.244 1.964 3.596  1.406
C 5.419 2.777 -1.660  -0.071
H 0.805 -0.643 2.454  0.030

Results
**Total energy**: -2490.1206 Ha
**Energy relative to the best compared isomer or geometry (same formula, charge and spin)**: 0.342 eV
**E_LUMO**: 0.3 eV
**Kohn-Sham gap**: 8.336 eV

***

The following is a DFT calculation (wB97M-V/def2-TZVPD) of a gas-phase ion, C5H9N2S2 (charge +1) at a distorted geometry.

Each line ends with the natural charge from an NBO analysis.
CARTESIAN COORDINATES (ANGSTROEM)
S -0.953 1.266 -0.133  0.435
H 1.376 2.465 -1.327  0.245
S 0.507 -1.567 0.112  0.463
H 2.912 2.399 -0.093  0.277
H -0.490 -3.494 -0.224  0.264
H -2.956 1.350 0.633  0.257
C 1.754 2.225 -0.289  -0.435
H -2.251 -0.249 1.374  0.246
N 3.697 -0.627 0.145  -0.204
N 1.628 0.782 -0.091  -0.434
H -2.874 -0.272 -0.121  0.233
H -1.802 -2.365 0.404  0.243
C 0.329 0.130 0.012  -0.073
H -1.217 -2.571 -1.360  0.261
C -1.007 -2.561 -0.286  -0.701
C 2.696 -0.022 0.152  0.353
C -2.462 0.404 0.548  -0.672
H 1.115 2.706 0.544  0.242

Results
**Total energy**: -1101.4521 Ha
**Energy relative to the best compared isomer or geometry (same formula, charge and spin)**: 3.605 eV
**E_LUMO**: -5.3 eV
**Net charge**: +1
**Kohn-Sham gap**: 8.909 eV